Computed, not measured: an isolated ion of composition C3H7O and charge -1 in a non-equilibrium geometry, with ωB97M-V with the def2-TZVPD basis set.

Properties
* SMILES string: CCC[O-]
* LUMO: 0.166 hartree
* orbital gap: 6.5 eV
* HOMO energy: -0.07208 Eh

ORCA input file:
```
! RIJCOSX wB97M-V def2-TZVPD def2/J DEFGRID3
* xyz -1 1
C -0.0587 -0.9089 -0.9041
C 0.3963 0.4094 -0.3209
C -0.0960 0.5724 1.1610
O -0.6624 1.7638 1.3195
H 0.0805 -0.8096 -2.0104
H -1.2031 -0.9368 -0.7616
H 0.2700 -1.8181 -0.4061
H 1.4462 0.5459 -0.5095
H -0.1235 1.2306 -0.8039
H -0.8399 -0.2340 1.3949
H 0.7907 0.1853 1.8410
*
```

Results of the natural (NBO) charge analysis, in e, for atoms 1 through 8: -0.615, -0.452, 0.014, -0.948, 0.180, 0.189, 0.189, 0.160